ORCA calculation (ωB97M-V with the def2-TZVPD basis set) on an isolated ion of composition C16H31ClFNO5PS2 and charge +1 in a non-equilibrium geometry.

Computed properties:
E_tot   -2756.32267 a.u.
Net charge   +1
SMILES string   C=C[C@@H]1[C@H](S)O[C@@H](CCCCS(=O)(=O)O)[C@](CCCC)(P(O)Cl)[N@H+]1CCF
E_LUMO   -3.56 eV

Structure (XYZ):
```
58
C16H31ClFNO5PS2 ωB97M-V with the def2-TZVPD basis set
C 0.0618 -2.5889 3.7393
C 0.5544 -1.4407 2.8780
C -0.4114 -0.8797 1.6329
C 0.3209 -1.3178 0.2527
S 1.7838 -2.4954 0.6099
O 0.7958 -0.2844 -0.6359
C 0.2499 1.0407 -0.4536
C 0.0767 1.8379 -1.9152
C 0.8107 1.0637 -3.1637
C 2.4446 1.2606 -2.9793
C 3.1060 -0.2385 -3.0899
S 4.7534 -0.3942 -2.2013
O 5.6637 0.7561 -2.7786
O 5.3067 -1.8225 -2.5694
O 4.6384 -0.3322 -0.4872
C -1.0827 1.1823 0.5126
C -2.4691 0.5893 -0.0641
C -2.4666 -0.3332 -1.3869
C -3.1930 -1.8103 -1.0920
C -2.5307 -2.8633 -2.1781
P -1.1639 3.1197 0.7640
O -0.1357 3.5799 2.1383
Cl -3.0909 3.7942 1.2938
N -0.6193 0.5950 1.8518
C -1.5404 0.8206 3.0127
C -0.7368 1.3595 4.3784
F -1.2077 2.6946 4.8326
H 0.1375 -2.5960 4.9068
H -0.4632 -3.4802 3.1537
H 1.6324 -1.0269 3.1030
H -1.4053 -1.5348 1.7182
H -0.4483 -1.9948 -0.3598
H 2.8839 -1.7740 1.0993
H 1.0901 1.6803 0.1077
H 0.5686 2.9198 -1.7988
H -1.0689 2.0193 -2.0700
H 0.4724 -0.0625 -3.2180
H 0.5004 1.5407 -4.2126
H 2.6217 1.6610 -1.8751
H 2.9067 2.0548 -3.7149
H 2.3521 -1.0307 -2.6139
H 3.2390 -0.5082 -4.2221
H 4.7131 -1.2873 -0.1725
H -2.9692 -0.0619 0.8043
H -3.2693 1.4537 -0.2632
H -3.1555 0.1791 -2.2154
H -1.4563 -0.5765 -1.8999
H -2.9796 -2.1844 -0.0043
H -4.3362 -1.7100 -1.3335
H -2.4718 -2.2829 -3.2049
H -1.4289 -3.1735 -1.9112
H -3.1991 -3.8287 -2.3057
H 0.2687 4.4558 1.8662
H 0.3366 1.0124 2.0589
H -2.4659 1.5064 2.8190
H -1.9936 -0.2305 3.3541
H 0.4309 1.3527 4.2188
H -0.9615 0.6146 5.2837
```

The molecule's natural (NBO) atomic charges, reported in e, are given here:
1. C -0.377
2. C -0.280
3. C -0.145
4. C -0.010
5. S 0.001
6. O -0.560
7. C 0.073
8. C -0.432
9. C -0.425
10. C -0.424
11. C -0.614
12. S 2.087
13. O -0.838
14. O -0.882
15. O -0.859
16. C -0.129
17. C -0.505
18. C -0.449
19. C -0.410
20. C -0.636
21. P 1.072
22. O -0.979
23. Cl -0.257
24. N -0.476
25. C -0.318
26. C 0.029
27. F -0.361
28. H 0.249
29. H 0.224
30. H 0.249
31. H 0.278
32. H 0.242
33. H 0.147
34. H 0.192
35. H 0.245
36. H 0.228
37. H 0.220
38. H 0.246
39. H 0.208
40. H 0.261
41. H 0.258
42. H 0.291
43. H 0.515
44. H 0.243
45. H 0.280
46. H 0.244
47. H 0.229
48. H 0.188
49. H 0.237
50. H 0.219
51. H 0.203
52. H 0.244
53. H 0.525
54. H 0.472
55. H 0.291
56. H 0.267
57. H 0.192
58. H 0.218

ORCA calculation (ωB97M-V with the def2-TZVPD basis set) on an isolated ion of composition CH4Br2OP and charge +1 in a non-equilibrium geometry.

Computed properties:
Energy relative to the best compared isomer or geometry (same formula, charge and spin)   35.6 kcal per mole
E_tot   -5604.85779 a.u.
Net charge   +1
E_LUMO   -7.51 eV

Structure (XYZ):
```
9
CH4Br2OP ωB97M-V with the def2-TZVPD basis set
C -0.8397 -0.4208 -0.9650
O -0.2822 0.2411 1.5669
P 0.4061 0.2173 0.1767
Br 1.0172 2.2426 -0.3486
Br 2.8106 -1.1130 0.7333
H -0.4347 -0.5273 -1.9711
H -1.6709 0.2910 -0.9806
H -1.1937 -1.3840 -0.6026
H 0.1874 0.4530 2.3909
```

The molecule's natural (NBO) atomic charges, reported in e, are given here:
1. C -0.994
2. O -0.970
3. P 1.543
4. Br 0.019
5. Br -0.076
6. H 0.302
7. H 0.306
8. H 0.302
9. H 0.568

ORCA calculation (ωB97M-V with the def2-TZVPD basis set) on one molecule with the formula C3H2N2 in a non-equilibrium geometry.

Computed properties:
Energy relative to the best compared isomer or geometry (same formula, charge and spin)   164.7 kcal per mole
E_tot   -224.73472 a.u.
E_LUMO (spin up / spin down)   -1.93 / -2.36 eV

Structure (XYZ):
```
7
C3H2N2 ωB97M-V with the def2-TZVPD basis set
C -0.9684 -0.5572 -0.0284
C -0.6380 0.6620 0.1277
C 1.3016 -1.1392 0.0979
N 1.4675 0.0461 0.0102
N 0.6102 1.0450 -0.0305
H -0.3629 -1.5068 -0.0819
H -1.4100 1.4501 -0.0950
```

The molecule's natural (NBO) atomic charges, reported in e, are given here:
1. C 0.034
2. C -0.252
3. C 0.272
4. N -0.381
5. N -0.115
6. H 0.203
7. H 0.240